No. 1
ORCA calculation (wB97M-V/def2-TZVPD) on a 11-piece molecular cluster, C45H94BBr20F2NOPS2 overall in a non-equilibrium geometry.

Calculated values
* relative energy (zero: lowest compared OMol25 entry of this formula, charge and spin): 16.9 kcal/mol
* charge: -1
* E_LUMO: 1.31 eV
* total energy: -54743.5410 Eh
* orbital gap: 4.638 eV
* multiplicity: 1

Each line ends with the Löwdin charge.
Cartesian coordinates (Å):
1 C -1.1056 -1.1432 4.7451  -0.11
2 C 0.3554 -0.7160 4.5306  -0.26
3 C 0.4225 0.8076 4.3662  -0.22
4 C 1.7228 1.3266 3.7493  -0.21
5 C 2.1302 0.7137 2.4124  -0.21
6 C 1.0065 0.5536 1.3852  -0.20
7 C 0.6663 1.8939 0.6802  -0.18
8 C 1.2791 1.9731 -0.7045  -0.20
9 N 0.6931 3.0028 -1.5990  -0.18
10 C 1.3915 2.9244 -2.8974  -0.23
11 C 1.0052 4.0667 -3.8270  -0.21
12 C 1.6156 3.8538 -5.2114  -0.22
13 C 3.1246 4.1231 -5.2638  -0.20
14 C 3.8221 3.2612 -6.3374  -0.20
15 C 4.6451 2.1414 -5.6894  -0.23
16 C 6.0548 2.6052 -5.2223  -0.25
17 C 7.1390 1.6931 -5.8025  -0.13
18 C -0.7106 2.8739 -1.7668  -1.10
19 S -1.7528 3.8123 -0.9550  0.67
20 S -1.4001 1.6911 -2.9356  0.85
21 C -0.9243 0.0833 -2.2174  -0.45
22 C -2.0358 -0.9790 -2.4340  -0.30
23 C -1.3674 -2.3391 -2.6641  -0.31
24 P -2.4233 -3.9216 -2.3268  0.53
25 C -2.7949 -3.4366 -0.4854  -0.30
26 C -1.6829 -3.3022 0.5293  -0.26
27 F -0.8061 -2.2338 0.2632  -0.09
28 C -0.8485 -4.9778 -1.8135  -0.33
29 C -0.2857 -5.6310 -3.0443  -0.30
30 F 0.8662 -6.4063 -2.7334  -0.12
31 B -4.1073 -3.1215 -3.0117  -0.57
32 C -4.2447 -2.6512 -4.5263  -0.06
33 O -5.2656 -2.9895 -2.2339  0.03
34 H -1.4600 -0.8286 5.7299  0.06
35 H -1.7419 -0.6463 4.0127  0.07
36 H -1.2287 -2.2213 4.6413  0.06
37 H 0.9198 -0.9623 5.4264  0.05
38 H 0.7178 -1.2482 3.6525  0.10
39 H 0.3260 1.2510 5.3588  0.11
40 H -0.4133 1.1357 3.7438  0.10
41 H 1.6179 2.4044 3.6054  0.10
42 H 2.5153 1.1308 4.4763  0.09
43 H 2.6174 -0.2528 2.5572  0.11
44 H 2.8789 1.3705 1.9613  0.11
45 H 0.0918 0.1385 1.8070  0.09
46 H 1.3446 -0.1755 0.6463  0.11
47 H -0.4157 1.9952 0.6645  0.07
48 H 1.0618 2.7017 1.2964  0.11
49 H 1.3152 0.9978 -1.1958  0.10
50 H 2.3229 2.2694 -0.5728  0.12
51 H 1.2241 1.9641 -3.3949  0.10
52 H 2.4558 2.9895 -2.6635  0.12
53 H 1.3421 5.0091 -3.3952  0.09
54 H -0.0829 4.0964 -3.9096  0.08
55 H 1.0738 4.4425 -5.9505  0.02
56 H 1.4655 2.8000 -5.4693  0.11
57 H 3.2760 5.1806 -5.4978  0.11
58 H 3.5717 3.9539 -4.2846  0.10
59 H 3.0487 2.8052 -6.9553  0.10
60 H 4.4859 3.8674 -6.9539  0.10
61 H 4.7694 1.3245 -6.4009  0.09
62 H 4.1110 1.7664 -4.8142  0.10
63 H 6.0928 2.4996 -4.1384  0.10
64 H 6.2155 3.6402 -5.5187  0.10
65 H 6.9429 1.4822 -6.8542  0.07
66 H 8.1163 2.1780 -5.7479  0.07
67 H 7.1935 0.7599 -5.2508  0.00
68 H -0.7106 0.1554 -1.1524  0.07
69 H -0.0069 -0.2462 -2.7028  0.07
70 H -2.6595 -0.9313 -1.5423  0.10
71 H -2.6041 -0.6309 -3.2975  0.07
72 H -0.4170 -2.3283 -2.1275  0.06
73 H -1.0842 -2.3683 -3.7229  0.08
74 H -2.1766 -4.3547 -3.7288  -0.02
75 H -3.2310 -5.2009 -2.1411  -0.01
76 H -3.4101 -2.5360 -0.4001  0.06
77 H -3.4373 -4.2320 -0.0909  0.07
78 H -1.1189 -4.2169 0.7088  0.09
79 H -2.1329 -3.0565 1.5037  0.10
80 H -1.1345 -5.7442 -1.0886  0.07
81 H -0.0460 -4.3503 -1.4185  0.06
82 H -1.0195 -6.2452 -3.5616  0.09
83 H 0.0681 -4.8419 -3.7107  0.10
84 H -5.1408 -3.1174 -4.9471  0.05
85 H -4.3202 -1.5671 -4.6269  0.04
86 H -3.4001 -3.0051 -5.1187  0.04
87 H -5.3827 -3.8050 -1.7293  0.08
88 Br 0.2736 7.9025 -3.4683  0.63
89 C -1.3943 8.0292 -4.4577  -0.70
90 C -1.8554 6.7062 -5.0073  -0.65
91 Br -0.8290 6.1603 -6.5739  0.66
92 H -1.2305 8.7633 -5.2388  -0.02
93 H -2.1223 8.4094 -3.7440  0.06
94 H -2.8829 6.7913 -5.3537  0.06
95 H -1.7824 5.8936 -4.2908  0.05
96 Br 5.3222 -1.4514 -4.5212  0.67
97 C 6.4601 -2.9915 -4.1940  -0.70
98 C 7.4678 -2.7298 -3.1096  -0.68
99 Br 8.9222 -1.6059 -3.7491  0.60
100 H 6.9284 -3.2385 -5.1410  -0.02
101 H 5.7848 -3.7925 -3.8987  0.06
102 H 7.9361 -3.6605 -2.7971  0.06
103 H 7.0397 -2.2311 -2.2467  0.05
104 Br 1.4228 -4.4455 6.3203  0.62
105 C 0.3970 -4.2676 7.9619  -0.70
106 C -0.4169 -3.0033 7.9700  -0.69
107 Br 0.6887 -1.4362 8.3058  0.64
108 H 1.1054 -4.3136 8.7824  0.05
109 H -0.2573 -5.1365 7.9939  0.01
110 H -1.1469 -3.0209 8.7771  0.05
111 H -0.9255 -2.8256 7.0277  0.03
112 Br -4.8453 2.1179 -4.1710  0.61
113 C -5.6163 2.4159 -2.4175  -0.68
114 C -6.3984 3.7017 -2.3617  -0.70
115 Br -5.2474 5.2711 -2.2770  0.57
116 H -4.7918 2.3880 -1.7096  0.04
117 H -6.2765 1.5691 -2.2420  0.06
118 H -7.0006 3.7401 -1.4565  0.05
119 H -7.0368 3.8352 -3.2285  0.04
120 Br -1.7876 -8.9101 6.7507  0.62
121 C -3.1905 -8.3545 7.9716  -0.71
122 C -4.0611 -7.2789 7.3783  -0.69
123 Br -3.1846 -5.5448 7.3813  0.61
124 H -2.7028 -8.0334 8.8859  0.05
125 H -3.7776 -9.2493 8.1672  0.06
126 H -4.9587 -7.1463 7.9794  0.05
127 H -4.3424 -7.4827 6.3505  0.05
128 Br -3.8820 11.2552 -8.1361  0.60
129 C -2.2219 11.8941 -7.3486  -0.70
130 C -1.0232 11.4939 -8.1666  -0.69
131 Br -0.5848 9.6144 -7.9290  0.64
132 H -2.1845 11.5020 -6.3377  0.05
133 H -2.3156 12.9772 -7.3146  0.06
134 H -0.1429 12.0425 -7.8386  0.06
135 H -1.1722 11.6510 -9.2297  0.05
136 Br -5.4633 -3.0482 8.8738  0.62
137 C -6.8786 -2.5597 7.6315  -0.67
138 C -7.7079 -3.7440 7.2126  -0.69
139 Br -6.7955 -4.8608 5.9087  0.63
140 H -6.3990 -2.0634 6.7943  0.06
141 H -7.4937 -1.8440 8.1734  0.03
142 H -8.6156 -3.4085 6.7161  0.06
143 H -7.9677 -4.3849 8.0486  0.05
144 Br 8.6327 -6.6639 -5.9538  0.60
145 C 7.4355 -5.7040 -7.1502  -0.69
146 C 8.1924 -4.8584 -8.1392  -0.69
147 Br 8.9088 -3.2496 -7.3120  0.63
148 H 6.7723 -5.1184 -6.5229  0.03
149 H 6.8613 -6.4709 -7.6645  0.06
150 H 7.5253 -4.5113 -8.9250  0.06
151 H 9.0322 -5.3831 -8.5821  0.05
152 Br -3.1153 0.0987 9.5994  0.60
153 C -3.9943 0.3828 11.3129  -0.69
154 C -5.2604 -0.4163 11.4475  -0.71
155 Br -6.6871 0.2927 10.3407  0.62
156 H -4.1624 1.4526 11.3794  0.05
157 H -3.2813 0.0777 12.0758  0.06
158 H -5.6193 -0.3856 12.4740  0.06
159 H -5.1401 -1.4486 11.1346  -0.02
160 Br 6.2059 0.4948 10.4267  0.60
161 C 4.6969 1.4499 9.6526  -0.70
162 C 3.6870 0.5098 9.0517  -0.73
163 Br 4.2847 -0.2064 7.3478  0.60
164 H 5.1054 2.1420 8.9243  0.05
165 H 4.2551 2.0063 10.4762  0.06
166 H 2.7619 1.0401 8.8335  0.05
167 H 3.4733 -0.3406 9.6912  0.04

Force components x, y, z for each atom (eV/Å):
C 0.269 0.135 0.073
C -0.917 0.409 0.159
C 0.330 -0.334 -0.445
C -0.136 -0.136 0.188
C -0.168 -0.254 -0.175
C 0.202 0.367 -0.318
C -0.106 -0.704 0.457
C 0.332 0.561 0.299
N -0.018 -0.716 -0.546
C 0.148 0.446 0.268
C 0.133 -0.248 -0.133
C 0.127 -0.384 0.396
C -0.186 0.466 -0.655
C 0.018 -0.252 0.791
C 0.354 0.381 -0.017
C -0.483 -0.918 -0.218
C 0.247 0.581 -0.005
C -0.240 -0.038 0.101
S 0.048 0.147 0.035
S -0.228 0.204 0.374
C 0.315 -0.443 -0.060
C 0.861 0.777 -0.064
C -0.032 0.412 -0.221
P -0.135 -0.289 -0.336
C 0.309 0.080 0.388
C -0.814 0.028 0.862
F 0.151 -0.140 -0.102
C 0.157 -0.125 -0.344
C 0.078 0.758 0.413
F -0.156 -0.269 -0.146
B 0.081 0.541 -0.013
C 0.115 -0.342 0.189
O -0.230 -0.655 -0.643
H -0.033 -0.039 0.066
H -0.092 -0.138 -0.116
H -0.065 -0.040 0.055
H 0.383 -0.411 -0.184
H 0.332 0.062 0.058
H -0.254 0.170 -0.011
H -0.115 0.086 0.120
H 0.122 0.095 0.228
H 0.193 0.287 -0.052
H -0.027 -0.024 0.142
H 0.191 -0.080 0.010
H 0.118 -0.109 0.176
H -0.123 -0.035 -0.094
H -0.040 0.144 -0.199
H -0.179 0.243 -0.070
H -0.252 -0.079 -0.024
H 0.071 0.002 -0.125
H -0.072 -0.110 0.017
H 0.041 -0.034 0.006
H -0.109 0.110 0.034
H -0.046 0.104 -0.024
H 0.256 -0.064 -0.004
H -0.159 -0.022 -0.075
H 0.006 0.058 0.163
H 0.109 -0.052 0.039
H 0.047 0.151 -0.278
H -0.076 -0.021 -0.217
H -0.053 -0.139 0.055
H -0.217 -0.225 -0.147
H 0.146 0.469 0.093
H 0.067 0.108 0.143
H 0.012 -0.077 -0.040
H 0.076 -0.096 0.061
H -0.021 -0.161 -0.086
H -0.077 0.231 0.017
H 0.032 -0.032 -0.078
H -0.267 -0.186 -0.124
H -0.323 -0.345 0.004
H -0.096 -0.235 0.243
H -0.055 -0.123 -0.074
H -0.035 -0.045 -0.106
H -0.136 -0.200 0.079
H 0.024 0.092 -0.227
H 0.045 -0.170 -0.059
H 0.327 0.088 -0.436
H 0.113 0.105 -0.019
H -0.049 0.064 0.086
H -0.115 0.019 0.310
H 0.132 -0.270 -0.003
H -0.040 -0.145 -0.240
H -0.138 0.203 -0.038
H -0.145 0.057 -0.015
H 0.118 0.147 0.007
H 0.287 0.359 0.506
Br 0.021 0.006 -0.075
C 0.020 0.008 0.168
C -0.040 -0.023 -0.164
Br -0.145 0.149 0.057
H -0.034 -0.011 -0.045
H -0.034 -0.051 -0.004
H -0.009 -0.007 0.008
H 0.017 0.027 0.054
Br 0.023 0.003 -0.046
C -0.295 -0.021 0.054
C 0.209 -0.077 -0.062
Br -0.011 0.088 0.078
H 0.079 0.025 0.025
H 0.024 -0.001 0.054
H -0.014 -0.017 -0.031
H -0.051 0.014 -0.019
Br 0.022 0.033 0.059
C 0.040 -0.141 -0.201
C -0.065 0.082 0.183
Br -0.046 0.008 0.007
H -0.008 0.043 0.031
H -0.039 0.036 -0.014
H 0.003 -0.022 0.020
H 0.025 -0.022 -0.042
Br -0.078 0.055 -0.092
C 0.077 -0.110 -0.110
C 0.036 0.057 0.143
Br -0.030 0.013 -0.069
H 0.018 0.064 0.007
H -0.022 0.016 0.015
H 0.023 -0.020 0.016
H 0.002 -0.032 -0.023
Br 0.063 0.049 0.029
C 0.010 -0.147 -0.127
C -0.049 0.168 0.146
Br 0.141 -0.099 -0.087
H -0.027 0.032 0.020
H -0.036 0.027 -0.004
H -0.002 -0.003 -0.006
H 0.023 -0.042 -0.009
Br 0.027 -0.036 0.058
C -0.154 0.099 -0.122
C 0.200 -0.152 0.093
Br -0.069 0.053 -0.060
H 0.042 -0.013 0.008
H 0.030 0.004 -0.013
H -0.027 0.033 0.024
H -0.050 0.039 0.000
Br -0.078 -0.104 -0.122
C -0.044 0.100 0.217
C 0.022 -0.041 -0.173
Br 0.015 -0.031 0.072
H 0.001 -0.034 -0.036
H -0.005 -0.001 -0.010
H 0.006 0.047 0.016
H 0.003 0.028 0.039
Br -0.035 0.078 0.037
C 0.089 -0.201 0.001
C -0.035 0.239 -0.021
Br 0.014 -0.088 -0.017
H -0.030 0.029 -0.033
H 0.005 0.011 -0.028
H -0.033 -0.018 0.017
H -0.014 -0.062 0.016
Br 0.017 -0.001 0.080
C 0.183 -0.009 -0.158
C -0.085 -0.021 0.011
Br -0.075 0.047 0.001
H -0.077 -0.002 0.087
H 0.016 -0.018 -0.019
H -0.032 0.063 -0.009
H 0.077 0.017 0.034
Br 0.009 0.030 -0.054
C 0.036 -0.037 0.193
C -0.055 0.001 -0.244
Br 0.026 -0.023 0.037
H -0.017 -0.010 -0.038
H -0.031 -0.015 -0.006
H 0.011 0.039 0.030
H 0.010 0.013 0.041



No. 2
ORCA calculation (wB97M-V/def2-TZVPD) on a 2-piece molecular cluster, CH4N2OS overall in a non-equilibrium geometry.

Calculated values
* relative energy (zero: lowest compared OMol25 entry of this formula, charge and spin): 148.5 kcal/mol
* E_LUMO (alpha / beta): -1.62 / -1.62 eV
* total energy: -623.2226 Eh
* orbital gap (alpha / beta): 7.076 / 7.076 eV
* multiplicity: 1

Each line ends with the natural charge from an NBO analysis.
Cartesian coordinates (Å):
1 C 1.8686 -0.5181 0.4748  -0.15
2 N 1.0062 0.2560 0.0839  -0.30
3 N -2.5809 0.6400 0.3577  -0.51
4 O -1.8838 -0.5920 0.8234  -0.54
5 S -0.9298 -1.4273 -0.2203  0.40
6 H 2.8044 -0.0172 0.5610  0.18
7 H 1.9520 -1.5691 0.7032  0.20
8 H -1.7505 1.2627 0.5469  0.36
9 H -2.9033 0.6177 -0.6348  0.36

Force components x, y, z for each atom (eV/Å):
C 1.508 -0.334 0.216
N -3.737 -1.684 -1.050
N 1.704 0.032 1.007
O -0.959 -0.303 -1.036
S 1.259 2.821 0.760
H 1.350 0.602 0.454
H -0.677 -0.497 -0.067
H -1.545 -0.196 -1.104
H 1.097 -0.442 0.820



No. 3
ORCA calculation (wB97M-V/def2-TZVPD) on one molecule with the formula C2H4N2O in a non-equilibrium geometry.

Calculated values
* relative energy (zero: lowest compared OMol25 entry of this formula, charge and spin): 43.7 kcal/mol
* E_LUMO: -0.15 eV
* total energy: -263.2936 Eh
* orbital gap: 9.620 eV
* multiplicity: 1

Each line ends with the natural charge from an NBO analysis.
Cartesian coordinates (Å):
1 C -0.0310 0.1089 -0.2462  0.33
2 C -0.8658 -0.4653 0.8813  0.37
3 H 1.9297 0.4999 -0.5292  0.39
4 H 1.3667 -0.1167 0.9990  0.40
5 H -0.5611 1.0556 -2.2483  0.39
6 H -2.1040 -0.3005 0.7594  0.17
7 N 1.2930 -0.1073 0.0265  -0.78
8 N -0.7610 0.5454 -1.3109  -0.75
9 O -0.2667 -1.2200 1.6683  -0.52

Force components x, y, z for each atom (eV/Å):
C -2.607 1.547 -4.407
C -1.029 -2.266 0.490
H -0.546 -0.847 0.923
H 1.083 -0.279 1.739
H 0.945 -1.565 2.546
H 3.257 -0.382 0.626
N -0.022 1.861 -3.181
N 1.420 -0.345 2.533
O -2.500 2.277 -1.269



No. 4
ORCA calculation (wB97M-V/def2-TZVPD) on one molecule with the formula C6H10O.

Calculated values
* relative energy (zero: lowest compared OMol25 entry of this formula, charge and spin): 8.9 kcal/mol
* E_LUMO: 1.15 eV
* total energy: -309.8282 Eh
* orbital gap: 10.540 eV
* multiplicity: 1

Each line ends with the natural charge from an NBO analysis.
Cartesian coordinates (Å):
1 C -2.2077 0.3203 0.1220  -0.62
2 C -0.7229 0.0831 0.2346  0.10
3 C -0.1409 -1.3001 -0.0431  -0.47
4 C 1.3676 -1.1633 -0.0101  -0.18
5 C 1.9656 0.0264 -0.0943  -0.23
6 C 1.1703 1.2910 -0.3158  -0.10
7 O -0.1491 0.9963 -0.6875  -0.53
8 H -2.7862 -0.2977 0.8129  0.21
9 H -2.5435 0.1623 -0.9067  0.21
10 H -2.3524 1.3737 0.3629  0.22
11 H -0.4131 0.3568 1.2589  0.16
12 H -0.4847 -1.6743 -1.0184  0.22
13 H -0.4687 -2.0271 0.7131  0.21
14 H 1.9594 -2.0676 0.1246  0.21
15 H 3.0484 0.1136 -0.0264  0.21
16 H 1.1606 1.9097 0.5944  0.17
17 H 1.5976 1.8968 -1.1211  0.20

Force components x, y, z for each atom (eV/Å):
C -0.069 -0.206 -0.058
C -0.155 -0.083 0.156
C -0.046 0.073 0.012
C 0.068 0.133 -0.012
C -0.079 -0.205 -0.048
C 0.375 -0.118 -0.125
O 0.071 0.202 0.068
H 0.032 0.017 -0.107
H -0.025 -0.093 0.128
H -0.255 -0.057 0.016
H 0.026 0.052 -0.127
H 0.058 0.078 0.140
H 0.042 0.171 -0.098
H -0.059 0.168 -0.062
H -0.156 -0.015 0.018
H 0.139 0.001 0.014
H 0.033 -0.118 0.084



No. 5
ORCA calculation (wB97M-V/def2-TZVPD) on C7H14NOP as an isolated structure in a non-equilibrium geometry.

Calculated values
* relative energy (zero: lowest compared OMol25 entry of this formula, charge and spin): 74.3 kcal/mol
* E_LUMO: 0.84 eV
* total energy: -746.3250 Eh
* orbital gap: 8.926 eV
* multiplicity: 1

Each line ends with the natural charge from an NBO analysis.
Cartesian coordinates (Å):
1 C 2.0689 -2.8967 -0.0340  -0.53
2 C 1.0865 -2.1254 0.3642  0.14
3 C 1.7341 1.3491 -0.4697  0.18
4 C 2.2996 2.6822 -0.5017  -0.66
5 C -2.4775 -1.4909 0.1045  -0.92
6 C -2.7419 1.4429 -0.0228  -0.96
7 C -0.1953 0.1704 0.3749  0.04
8 N 0.6175 1.1801 0.1181  -0.44
9 O 0.4023 -1.3461 -0.4801  -0.67
10 P -1.7471 -0.0157 -0.7490  0.84
11 H 2.7294 -3.4734 0.6985  0.20
12 H 2.4608 -2.7991 -0.9693  0.19
13 H 0.8607 -2.0453 1.4370  0.14
14 H 2.2032 0.6074 -0.9997  0.19
15 H 3.0832 2.7858 0.3426  0.24
16 H 1.5810 3.4446 -0.2723  0.24
17 H 2.8136 2.7975 -1.5471  0.23
18 H -2.3522 -1.4673 1.3192  0.21
19 H -1.8473 -2.3240 -0.1751  0.26
20 H -3.4505 -1.5659 -0.1624  0.22
21 H -3.5834 1.6747 -0.7095  0.23
22 H -2.1801 2.4643 0.0305  0.25
23 H -3.1849 1.1312 0.9485  0.22
24 H -0.1804 -0.1807 1.3547  0.20

Force components x, y, z for each atom (eV/Å):
C 1.736 -1.555 3.190
C -0.399 0.793 0.551
C -3.114 0.959 1.575
C 3.103 0.924 -0.582
C 3.742 1.058 3.787
C -0.047 0.747 -0.228
C -0.289 -2.350 -4.385
N 1.041 0.968 0.179
O -0.453 1.513 1.329
P 0.558 1.287 1.373
H -1.358 0.786 -0.965
H 0.697 -0.043 -2.679
H -0.280 -0.166 -0.221
H 1.091 -2.235 -1.024
H -0.788 -0.254 -1.510
H -0.447 0.332 -0.278
H -0.794 0.298 2.061
H -0.586 0.236 -2.842
H -0.240 -0.295 -0.402
H -3.071 -0.581 -0.731
H 0.348 -0.352 0.335
H -0.612 -2.119 0.147
H 0.405 0.561 -0.424
H -0.243 -0.512 1.744